(w)
Below is the molecule C4H8NOP, with properties calculated with ωB97M-V/def2-TZVPD.

## Properties
multiplicity	1
frontier orbital gap (alpha / beta)	7.69 / 8.31	eV
molar mass	117.088	g/mol

Each line ends with the natural charge from an NBO analysis.
Element x y z (Å)
C -1.3991 -0.1068 1.3648  -0.310
C -1.8675 -1.0469 0.5408  -0.156
C -0.0289 0.5068 1.3466  -0.473
C 0.4306 0.9061 0.0006  -0.719
N 1.2693 -0.1854 -2.3850  -1.164
O 2.1069 -1.4688 -0.1199  -1.030
P 1.0005 -0.7523 -0.7930  1.703
H -2.0698 0.3737 2.1001  0.212
H -2.8277 -1.6008 0.3717  0.198
H -0.1216 1.2450 2.0832  0.220
H 0.6129 -0.2851 1.7929  0.240
H -0.4620 1.2641 -0.5507  0.234
H 1.2934 1.5635 0.0752  0.247
H 0.4315 0.3417 -2.7115  0.396
H 1.6316 -0.7549 -3.1159  0.404

(x)
Below is the molecule C4H8NOP, with properties calculated with ωB97M-V/def2-TZVPD.

## Properties
multiplicity	1
frontier orbital gap (alpha / beta)	8.18 / 7.25	eV
molar mass	117.088	g/mol

Each line ends with the natural charge from an NBO analysis.
Element x y z (Å)
C 0.9722 0.9123 -1.5521  -0.288
C -0.0947 0.7302 -2.2318  -0.151
C 1.2556 0.7255 -0.0524  -0.439
C 0.3999 -0.2784 0.6835  -0.737
N -2.1967 -1.0554 1.3186  -1.158
O -1.5661 1.4152 1.6865  -1.043
P -1.3837 0.3165 0.7282  1.664
H 1.8722 1.2861 -2.0454  0.212
H -0.9922 0.5349 -2.7457  0.221
H 2.3059 0.4437 0.0186  0.219
H 1.1244 1.6990 0.4298  0.234
H 0.4698 -1.2680 0.2363  0.228
H 0.7129 -0.3125 1.7290  0.250
H -2.3424 -1.7992 0.6525  0.388
H -3.0614 -0.7829 1.7647  0.402

Which one is most stable, and which one is least stable? (x) is the most stable of them, while (w) is the least stable.